<a>
DFT (wB97M-V/def2-TZVPD) results for the molecule C18H21N3O2.

Its orbital gap is 7.98 eV. The value obtained for the LUMO energy is 0.72 eV. As for the SMILES: CN1CCN(c2ccc(NC(=O)Oc3ccccc3)cc2)CC1.

```
! wB97M-V def2-TZVPD RIJCOSX def2/J DEFGRID3
* xyz 0 1
C 0.9640 -6.6304 2.6820
N -0.2083 -5.8800 2.2927
C -0.2452 -5.6639 0.8543
C -1.1719 -4.5085 0.4931
N -0.6421 -3.2778 1.0347
C -0.8728 -2.0615 0.4472
C -0.0988 -0.9388 0.7670
C -0.3232 0.2892 0.1787
C -1.3232 0.4452 -0.7739
N -1.6247 1.6583 -1.4142
C -0.9308 2.8140 -1.5834
O -1.3817 3.7339 -2.2227
O 0.2836 2.7893 -0.9934
C 1.1195 3.8946 -1.0170
C 2.4818 3.6212 -1.0662
C 3.3912 4.6607 -1.0333
C 2.9476 5.9707 -0.9555
C 1.5905 6.2346 -0.9025
C 0.6677 5.2024 -0.9260
C -2.1041 -0.6626 -1.0951
C -1.8920 -1.8865 -0.4989
C 0.1063 -3.4055 2.2644
C -0.3914 -4.6366 3.0270
H 0.9700 -7.5728 2.1352
H 0.9113 -6.8508 3.7467
H 1.9091 -6.1040 2.4729
H -0.6007 -6.5842 0.3798
H 0.7589 -5.4428 0.4518
H -1.2201 -4.4284 -0.5961
H -2.1823 -4.7197 0.8720
H 0.7051 -1.0220 1.4808
H 0.2931 1.1249 0.4618
H -2.4930 1.6549 -1.9342
H 2.8062 2.5939 -1.1283
H 4.4489 4.4465 -1.0724
H 3.6590 6.7826 -0.9349
H 1.2399 7.2537 -0.8374
H -0.3886 5.4114 -0.8883
H -2.9002 -0.5597 -1.8195
H -2.5388 -2.7082 -0.7612
H 1.1860 -3.5012 2.0692
H -0.0517 -2.5173 2.8822
H -1.4623 -4.5120 3.2255
H 0.1202 -4.7050 3.9882
*
```

<b>
DFT (wB97M-V/def2-TZVPD) results for the molecule C18H21N3O2.

Its orbital gap is 9.01 eV. The value obtained for the LUMO energy is 0.70 eV. As for the SMILES: CC[C@H](C)NC(=O)c1ccccc1NC(=O)Nc1ccccc1.

```
! wB97M-V def2-TZVPD RIJCOSX def2/J DEFGRID3
* xyz 0 1
C -4.9871 1.5549 1.0885
C -3.6229 1.5767 1.7663
C -2.5538 0.8154 0.9739
C -2.8189 -0.6860 0.9045
N -1.2557 1.0540 1.5778
C -0.1927 1.4742 0.8648
O -0.2549 1.8541 -0.2908
C 1.0861 1.5358 1.6440
C 1.1386 2.1825 2.8715
C 2.3463 2.3699 3.5205
C 3.5187 1.9175 2.9379
C 3.4808 1.2542 1.7258
C 2.2677 1.0482 1.0782
N 2.2281 0.3588 -0.1375
C 1.2473 -0.5568 -0.4555
O 0.4887 -1.0157 0.3694
N 1.2842 -0.9080 -1.7807
C 0.4516 -1.8109 -2.4481
C -0.3206 -2.7574 -1.7824
C -1.1042 -3.6375 -2.5059
C -1.1237 -3.5967 -3.8894
C -0.3483 -2.6616 -4.5541
C 0.4343 -1.7745 -3.8411
H -5.3836 0.5443 1.0431
H -4.9125 1.9431 0.0756
H -5.6915 2.1718 1.6420
H -3.7036 1.1439 2.7670
H -3.2935 2.6126 1.8752
H -2.4863 1.2252 -0.0393
H -3.6701 -0.8995 0.2651
H -1.9419 -1.1810 0.4955
H -3.0143 -1.0855 1.8984
H -1.0830 0.6043 2.4635
H 0.2266 2.5699 3.3024
H 2.3753 2.8800 4.4714
H 4.4657 2.0760 3.4318
H 4.3927 0.8907 1.2738
H 3.0136 0.4791 -0.7577
H 1.8168 -0.3061 -2.3931
H -0.3054 -2.7954 -0.7066
H -1.7032 -4.3657 -1.9792
H -1.7368 -4.2886 -4.4470
H -0.3527 -2.6208 -5.6335
H 1.0362 -1.0436 -4.3640
*
```

Here is how they stack up, most stable first: <b>, <a>.

<a>
DFT (wB97M-V/def2-TZVPD) results for the molecule C8H14OS2.

Its orbital gap is 9.51 eV. The value obtained for the LUMO energy is 0.56 eV.

```
! wB97M-V def2-TZVPD RIJCOSX def2/J DEFGRID3
* xyz 0 1
C 0.6867 -0.0087 -0.7447
C 0.2575 -0.7873 0.3765
C -0.2012 0.7824 -1.2949
C -1.0766 -0.1334 0.9018
C 2.0282 -0.3008 -1.2716
C 1.3836 -0.9394 1.4937
C -0.0922 1.9470 -2.2066
C -1.9297 -1.1750 1.6018
O -2.7860 -0.2719 -1.1582
S -0.7312 1.2046 2.1023
S -1.8706 0.7139 -0.5872
H -0.8382 2.3655 1.2778
H 0.1231 -1.7473 0.0233
H 1.9143 -0.5599 -2.2955
H 2.4180 -1.1512 -0.7260
H 2.5955 0.6093 -1.3510
H 0.8889 -0.7993 2.5488
H 2.0145 0.0121 1.4155
H 1.9602 -1.9412 1.6350
H -0.7587 1.8163 -2.9890
H 0.9150 2.0428 -2.6124
H -0.5467 2.7248 -1.5904
H -1.6677 -1.1252 2.7306
H -1.6694 -2.1862 1.1847
H -3.0172 -1.0919 1.5357
*
```

<b>
DFT (wB97M-V/def2-TZVPD) results for the molecule C8H14OS2.

Its orbital gap (alpha / beta) is 7.57 / 7.40 eV. The value obtained for the LUMO energy (alpha / beta) is -0.40 / -0.33 eV.

```
! wB97M-V def2-TZVPD RIJCOSX def2/J DEFGRID3
* xyz 0 1
C -0.6127 -2.7394 -0.3325
C 0.4609 -2.5260 0.6760
C -0.8120 0.5354 0.9752
C 0.9356 -0.0885 -0.7534
C -1.2766 -1.5883 -0.8525
C 0.2121 0.9748 -0.0675
C 1.3036 1.8731 0.7452
C -0.5439 1.8696 -1.0342
O -3.1111 0.1577 -0.2559
S 1.7574 -1.3509 -0.1397
S -2.0932 -0.6593 0.4330
H -0.1572 -3.5519 -1.1048
H -1.4502 -3.3189 0.1561
H 0.2250 -2.1604 1.7069
H 0.9967 -3.4473 0.8138
H -0.4131 0.3507 1.9813
H -1.4338 1.3755 1.1300
H 1.0086 0.1791 -1.8299
H -1.6744 -1.4899 -1.8429
H 1.8057 1.1603 1.3170
H 0.8771 2.6753 1.3747
H 1.8764 2.2361 -0.1439
H 0.2349 2.4255 -1.5818
H -1.1542 2.6537 -0.5435
H -1.2214 1.4633 -1.7808
*
```

Here is how they stack up, most stable first: <a>, <b>.

<a>
DFT (wB97M-V/def2-TZVPD) results for a structure of composition C6H12NO.

Its orbital gap is 4.99 eV. The value obtained for the LUMO energy is 2.69 eV.

```
! wB97M-V def2-TZVPD RIJCOSX def2/J DEFGRID3
* xyz -1 1
C 1.4919 2.3977 -0.9928
O 1.6030 3.5826 -1.7226
C 0.0702 1.8891 -0.4953
C -0.0755 0.6789 0.4968
C -1.4083 -0.1313 0.5150
C -1.3542 -1.3056 -0.3324
N -0.5271 -2.5306 -0.3322
C 0.0698 -2.6940 0.9920
H 1.9608 1.5702 -1.5010
H 2.1774 2.4361 -0.0875
H -0.4714 2.6874 -0.0838
H -0.5447 1.5859 -1.4094
H 0.7174 0.0132 0.0176
H 0.2680 1.0115 1.4762
H -2.1600 0.0912 1.2687
H -0.2829 -1.4492 -0.9305
H -2.2117 -1.5943 -0.9419
H 0.4845 -1.7688 1.3463
H 0.8718 -3.4334 0.9691
H -0.6793 -3.0365 1.7477
*
```

<b>
DFT (wB97M-V/def2-TZVPD) results for a cluster of 2 separate species, C6H12NO in total.

Its orbital gap is 4.75 eV. The value obtained for the LUMO energy is 2.16 eV.

```
! wB97M-V def2-TZVPD RIJCOSX def2/J DEFGRID3
* xyz -1 1
C 0.0097 0.9609 -1.5232
O 0.5848 -0.2235 -1.6153
C -0.2804 1.5212 -0.0958
C -0.8392 0.2523 0.8284
C 0.1806 -0.5481 1.3930
C 1.5704 -2.6468 1.1085
C 0.4832 -1.8671 0.9663
N -1.1551 2.5754 -0.1844
H 0.5541 1.7796 -2.0694
H -0.9984 1.1996 -1.9778
H 0.6604 1.8591 0.3598
H -1.5289 -0.3546 0.2448
H -1.4428 0.7889 1.5594
H -1.4711 2.8126 0.7451
H 0.9653 -0.0945 1.9986
H 1.7003 -3.4274 0.3747
H 2.3238 -2.5783 1.8888
H -0.2677 -2.2827 0.2925
H -1.6918 -0.9968 -1.0003
H -1.9938 -0.8577 -1.6753
*
```

Here is how they stack up, most stable first: <a>, <b>.

<a>
DFT (wB97M-V/def2-TZVPD) results for a structure of composition C16H21F12NiO9.

Its orbital gap (alpha / beta) is 7.83 / 7.01 eV. The value obtained for the LUMO energy (alpha / beta) is -5.63 / -6.46 eV. The expectation value of S² is 2.009.

```
! wB97M-V def2-TZVPD RIJCOSX def2/J DEFGRID3
* xyz 1 3
Ni -2.2388 0.8420 -1.1774
O -0.6591 0.0335 -0.6511
H -0.0380 -0.6599 -0.4284
C 7.2598 0.5362 -1.5542
C 6.9564 0.6978 -0.0762
O 5.6924 0.1266 0.2595
C 4.6431 0.9045 0.0441
O 4.6656 1.9423 -0.5380
C 3.3098 0.3036 0.5086
F 2.5682 1.2226 1.0997
F 2.6185 -0.1101 -0.5807
F 3.5022 -0.7689 1.2699
H 7.1224 -0.5116 -1.8411
H 8.2824 0.7952 -1.8280
H 6.6169 1.0785 -2.2473
H 7.0542 1.7529 0.1908
H 7.7004 0.2152 0.5542
C -3.9080 3.4429 3.5273
C -3.1136 2.8264 2.3848
O -2.2466 3.8337 1.8282
C -1.6475 3.5533 0.7101
O -1.7286 2.5165 0.0945
C -0.7774 4.7144 0.1971
F 0.4956 4.4107 0.2732
F -1.1639 4.9427 -1.0635
F -0.9943 5.8317 0.8809
H -4.5098 2.6707 4.0102
H -4.5882 4.2340 3.2156
H -3.2557 3.8050 4.3210
H -3.7154 2.3189 1.6403
H -2.4327 2.1280 2.8839
C -0.3491 -0.6906 2.7439
C -1.2348 -1.8086 2.1890
O -2.5967 -1.7510 2.6528
C -3.4028 -0.8438 2.2080
O -3.1958 -0.0528 1.3268
C -4.6976 -0.7920 3.0381
F -5.1950 -1.9847 3.3075
F -4.4378 -0.1785 4.1868
F -5.6273 -0.1083 2.3862
H 0.6597 -0.9942 2.4557
H -0.4135 -0.6553 3.8280
H -0.5840 0.2280 2.2104
H -0.8784 -2.7905 2.4803
H -1.2507 -1.6931 1.1038
C 1.3833 -2.7983 -3.2208
C -0.0165 -2.2900 -2.9817
O -0.9113 -2.6672 -4.0508
C -1.6919 -3.7114 -3.9151
O -1.8980 -4.2972 -2.8970
C -2.2824 -4.1916 -5.2445
F -1.8828 -3.4290 -6.2599
F -1.9384 -5.4367 -5.5191
F -3.6141 -4.1223 -5.1809
H 1.4658 -3.8706 -3.0469
H 1.9902 -2.2937 -2.4657
H 1.7220 -2.5823 -4.2303
H -0.0512 -1.2007 -2.9332
H -0.5412 -2.6228 -2.0800
*
```

<b>
DFT (wB97M-V/def2-TZVPD) results for a structure of composition C16H21F12NiO9.

Its orbital gap (alpha / beta) is 9.41 / 8.37 eV. The value obtained for the LUMO energy (alpha / beta) is -3.12 / -3.97 eV. The expectation value of S² is 2.004.

```
! wB97M-V def2-TZVPD RIJCOSX def2/J DEFGRID3
* xyz 1 3
Ni -0.3516 0.4947 0.4278
O 0.0059 -0.9039 -0.7456
H 0.4938 -1.4072 -1.3807
C 2.1842 -4.3804 1.4870
C 1.2034 -3.2585 1.1485
O 0.0591 -3.3244 1.9833
C -0.4761 -2.2350 2.4501
O -0.2550 -1.1218 2.0564
C -1.5820 -2.5070 3.4921
F -2.7536 -2.1457 2.9698
F -1.6066 -3.8056 3.8194
F -1.3485 -1.8033 4.6075
H 2.5435 -4.3803 2.5153
H 3.0697 -4.2948 0.8575
H 1.6901 -5.3250 1.2595
H 0.9654 -3.3911 0.0939
H 1.6855 -2.2839 1.2240
C -3.8630 -3.1191 -1.7557
C -3.0682 -1.9981 -1.1295
O -3.9976 -0.9340 -0.8311
C -3.5673 0.1373 -0.2524
O -2.4561 0.2414 0.2007
C -4.5919 1.2880 -0.2304
F -5.3877 1.1698 0.8203
F -3.9159 2.4382 -0.1125
F -5.2776 1.3237 -1.3615
H -4.2503 -2.8342 -2.7334
H -4.7371 -3.3946 -1.1652
H -3.2182 -3.9898 -1.8678
H -2.3153 -1.6492 -1.8382
H -2.5200 -2.2536 -0.2230
C 1.8183 5.0277 -2.1419
C 1.3608 3.6086 -1.8612
O 0.1044 3.4544 -2.5466
C -0.7131 2.5107 -2.1955
O -0.5965 1.7728 -1.2500
C -1.8988 2.3710 -3.1830
F -1.4917 2.5766 -4.4195
F -2.4161 1.1486 -3.1018
F -2.8439 3.2403 -2.8525
H 1.0891 5.7713 -1.8269
H 1.9258 5.1311 -3.2231
H 2.7650 5.2500 -1.6532
H 1.2414 3.4744 -0.7809
H 2.0593 2.8150 -2.1265
C 2.8526 0.9259 3.2877
C 3.5336 1.7961 2.2603
O 3.8926 1.0184 1.0882
C 3.0023 0.7897 0.1788
O 1.8459 1.1299 0.2078
C 3.5309 -0.0961 -0.9723
F 3.3866 -1.3768 -0.6320
F 2.8518 0.1406 -2.0803
F 4.8190 0.1383 -1.1893
H 3.4955 0.0785 3.5236
H 1.8774 0.6000 2.9324
H 2.7329 1.4961 4.2092
H 4.4875 2.1988 2.5920
H 2.9264 2.6554 1.9707
*
```

Here is how they stack up, most stable first: <b>, <a>.